i.
The following is a quantum chemistry calculation of a cluster of 2 separate species, C5H17N2O in total, from the Open Molecules 2025 dataset.

Geometry (Å):
1 C -1.0957 1.5431 -0.0837
2 C 0.2493 0.9269 -0.0101
3 C 0.2095 -0.6319 0.1669
4 C 0.8222 -1.4691 -0.9120
5 C 0.1824 -1.2726 -2.3512
6 N -1.2705 -1.6644 -2.3879
7 N 1.0275 1.5467 1.2220
8 H -2.0027 0.8557 -0.0186
9 H -1.3453 2.3544 0.6946
10 H -1.2566 2.0342 -1.0242
11 H 0.9745 1.1650 -1.0031
12 H 0.3653 -0.9209 1.2348
13 H -0.8885 -0.8224 0.3408
14 H 1.9248 -1.4471 -0.9522
15 H 0.4473 -2.5206 -0.6798
16 H 0.8721 -1.9164 -3.0573
17 H 0.3164 -0.1808 -2.7619
18 H -1.5056 -2.6742 -2.4840
19 H -1.6472 -1.1529 -3.2240
20 H 0.7750 0.9977 2.0476
21 H 2.1041 1.5179 1.1211
22 H 0.5973 2.5426 1.3687
23 H -0.6833 0.1219 3.9027
24 H 0.0440 1.4917 3.8461
25 O 0.0504 0.6000 3.4937

Computed properties:
Net charge = +1
Multiplicity = 1

ii.
The following is a quantum chemistry calculation of a cluster of 2 separate species, C5H17N2O in total, from the Open Molecules 2025 dataset.

Geometry (Å):
1 C -1.1262 0.4999 -0.7595
2 N -0.6814 1.6678 0.0590
3 C -1.5979 1.9786 1.1878
4 C 0.1038 -0.4271 -0.9414
5 N 0.3395 -0.9454 0.4097
6 C 1.5382 -1.9539 0.5718
7 C -0.0773 -1.4844 -2.0495
8 H -1.7070 0.6123 -1.7872
9 H -2.0409 0.0035 -0.3739
10 H -0.6076 2.4077 -0.5659
11 H -2.4921 1.2979 1.1060
12 H -1.1232 1.8309 2.1573
13 H -1.8218 3.0356 1.0862
14 H 0.9190 0.3355 -1.5076
15 H -0.5020 -1.3874 0.8081
16 H 0.6839 -0.0232 0.9863
17 H 1.3954 -3.0199 0.3785
18 H 2.4520 -1.6646 0.0067
19 H 1.6087 -1.9238 1.7122
20 H -0.3636 -1.2056 -3.0463
21 H 0.8681 -2.1502 -2.1815
22 H -0.8123 -2.2849 -1.7637
23 H 1.3922 1.9617 0.8130
24 H 1.7975 1.5526 2.3321
25 O 1.8551 1.2861 1.3618

Computed properties:
Net charge = +1
Multiplicity = 1

It turns out i is the most stable, with the second structure 0.402 eV higher.

i.
The following is a quantum chemistry calculation of a cluster of 2 separate species, C5H17N2O in total, from the Open Molecules 2025 dataset.

Geometry (Å):
1 N -1.1022 1.4366 -0.0694
2 C -1.6319 0.2253 -0.7671
3 C -2.3082 0.5261 -2.0640
4 C -0.3712 -0.6638 -0.8947
5 N -0.0846 -1.1839 0.4195
6 C 1.3184 -1.2482 0.7941
7 C 1.3432 -1.5404 2.4100
8 H -1.6879 2.2211 -0.1178
9 H -0.8579 1.1927 0.9627
10 H -0.2583 1.8430 -0.5327
11 H -2.3152 -0.3517 -0.2243
12 H -2.2590 -0.0429 -3.0340
13 H -2.1239 1.5663 -2.4732
14 H -3.3902 0.4454 -1.9312
15 H -0.6166 -1.4191 -1.7201
16 H 0.5401 -0.1498 -1.2309
17 H -0.5844 -2.0361 0.5588
18 H 1.7640 -2.2887 0.3741
19 H 1.9820 -0.5135 0.4091
20 H 2.1998 -2.1835 2.5497
21 H 0.4287 -2.0408 2.7828
22 H 1.5858 -0.7089 3.0044
23 H 3.0068 1.9274 0.8916
24 H 2.9679 2.8250 -0.2815
25 O 2.4547 2.1624 0.1840

Computed properties:
Net charge = +1
Multiplicity = 1

ii.
The following is a quantum chemistry calculation of a cluster of 2 separate species, C5H17N2O in total, from the Open Molecules 2025 dataset.

Geometry (Å):
1 C 0.0341 1.2846 -0.2420
2 N -0.1954 0.1015 -1.0317
3 C 0.9650 0.0125 -2.0254
4 C 0.6278 -0.8609 -3.1900
5 C -0.8511 1.3854 0.9876
6 N -0.5041 0.2419 1.8689
7 C -1.5337 0.1054 2.9484
8 H 1.1051 1.4007 -0.0378
9 H -0.0897 2.2160 -0.8151
10 H -1.0604 0.1874 -1.5781
11 H 1.3719 1.0533 -2.1900
12 H 1.6772 -0.5025 -1.3167
13 H 0.1069 -1.7322 -2.8063
14 H 1.5130 -1.1112 -3.7379
15 H -0.0452 -0.3993 -3.9192
16 H -1.9209 1.3208 0.7074
17 H -0.7767 2.3998 1.4156
18 H 0.3067 0.5633 2.4172
19 H -0.2579 -0.5753 1.2971
20 H -1.4151 -0.8405 3.4928
21 H -2.5316 0.2441 2.5591
22 H -1.4711 0.8964 3.7305
23 H 2.2421 -2.6189 1.0425
24 H 1.2138 -2.5908 -0.1975
25 O 1.4892 -2.1816 0.6205

Computed properties:
Net charge = +1
Multiplicity = 1

iii.
The following is a quantum chemistry calculation of a cluster of 3 separate species, C5H17N2O in total, from the Open Molecules 2025 dataset.

Geometry (Å):
1 N -1.0049 -2.1421 0.5114
2 C 0.1278 -1.7180 -0.3384
3 C -0.0339 -2.4266 -1.6603
4 C -0.1215 -0.1605 -0.4322
5 N 0.0867 0.3848 0.8865
6 C -0.1814 1.8080 0.9202
7 C 3.3568 0.9445 2.0843
8 H 2.3882 0.6169 1.5327
9 H -1.0347 -1.3164 1.1852
10 H -0.8024 -2.9831 1.0536
11 H 1.1804 -1.7903 0.1691
12 H -0.3072 -3.5212 -1.5000
13 H 0.9086 -2.2182 -2.2339
14 H -0.9277 -1.9631 -2.2137
15 H -1.1291 0.1089 -0.6811
16 H 0.4814 0.3375 -1.1793
17 H 0.1887 2.4339 0.0195
18 H 0.1776 2.1855 1.8867
19 H -1.3379 2.0895 0.9016
20 H 3.0684 1.8227 2.6573
21 H 3.7485 0.0452 2.6611
22 H 4.2113 1.3232 1.4654
23 H -1.9977 2.7910 -2.6404
24 H -2.9233 2.8982 -1.5170
25 O -2.2939 2.3446 -1.8493

Computed properties:
Net charge = +1
Multiplicity = 1

It turns out ii is the most stable, with the second structure 0.800 eV higher.

i.
The following is a quantum chemistry calculation of a cluster of 2 separate species, C4H15N3O in total, from the Open Molecules 2025 dataset.

Geometry (Å):
1 N 1.1110 -1.0921 2.7271
2 C -0.0349 -0.3249 2.2762
3 C -0.6228 -1.1804 1.1593
4 C 0.1216 -1.1119 -0.2028
5 N 0.2053 0.2544 -0.6034
6 C 0.7688 0.7352 -1.9222
7 N 0.6565 2.1494 -1.8780
8 H 1.9133 -0.6485 3.1295
9 H 1.5250 -1.4514 1.9011
10 H 0.0440 0.7448 1.9857
11 H -0.7428 -0.2826 3.1910
12 H -1.6907 -0.8939 0.9632
13 H -0.6455 -2.1596 1.6106
14 H 1.0987 -1.6313 -0.0323
15 H -0.4040 -1.7764 -0.9588
16 H 0.8671 0.6870 0.0709
17 H 0.2329 0.2517 -2.7808
18 H 1.8344 0.4029 -2.0860
19 H -0.2988 2.4372 -1.7639
20 H 1.0748 2.6532 -2.6727
21 O -2.4001 1.0867 -1.5821
22 H -3.0472 0.3799 -1.4016
23 H -1.5666 0.7710 -1.1302

Computed properties:
Structure (SMILES) = NCCCNCN.O
Net charge = 0
Multiplicity = 1

ii.
The following is a quantum chemistry calculation of a cluster of 2 separate species, C4H15N3O in total, from the Open Molecules 2025 dataset.

Geometry (Å):
1 C -0.0728 -1.0898 -2.5500
2 N 0.2641 -0.4349 -1.2936
3 C 0.2762 1.0262 -1.3992
4 C -0.5283 -0.9535 0.0108
5 N -1.4591 -2.0001 -0.1651
6 O 0.6076 -1.3392 0.6676
7 H -1.0958 -0.8548 -2.8714
8 H 0.6099 -0.7528 -3.3311
9 H 0.0218 -2.1700 -2.4462
10 H -0.7058 1.4111 -1.6999
11 H 0.5462 1.4481 -0.4298
12 H 1.0131 1.3351 -2.1424
13 H -1.0326 -0.0713 0.4310
14 H -2.2712 -1.7729 -0.7217
15 H -1.0350 -2.8744 -0.4430
16 H 1.1346 -1.0265 -0.3750
17 C 0.0968 1.6355 2.9989
18 N 1.0785 1.3497 1.9543
19 H -0.8926 1.3335 2.6498
20 H 0.2801 1.1263 3.9557
21 H 0.0635 2.7107 3.1888
22 H 2.0081 1.6127 2.2621
23 H 1.0927 0.3511 1.7493

Computed properties:
Structure (SMILES) = CN(C)[C@@H](N)O.CN
Net charge = 0
Multiplicity = 1

It turns out i is the most stable, with the second structure 0.811 eV higher.